Record 1
Below is a cluster of 2 separate species, C3H12NOS in total in a non-equilibrium geometry, with properties calculated with wB97M-V/def2-TZVPD.

```
18
Properties=species:S:1:pos:R:3:forces:R:3:lowdin_charge:R:1
C -1.053543 1.797411 -1.004580 -0.524 -0.117 0.355 -0.027
C -0.864520 0.284726 -0.862328 0.607 0.915 -0.295 -0.424
C 0.351306 -0.082799 -0.034325 -0.395 0.249 -0.193 -0.545
S 0.450767 -1.853174 0.265288 0.100 -0.319 0.537 0.797
N -2.108721 -0.281073 -0.246540 -0.245 -0.803 -0.420 0.195
H -0.405234 2.177312 -1.782790 0.256 0.162 0.076 0.099
H -0.884185 2.303540 -0.051660 0.305 0.021 -0.093 0.097
H -2.076515 2.070719 -1.284711 0.057 -0.207 -0.210 0.091
H -0.733434 -0.127316 -1.864557 -0.437 -0.351 0.115 0.150
H 1.237014 0.353248 -0.480136 0.158 -0.218 -0.368 0.086
H 0.322468 0.422198 0.922886 -0.125 -0.129 0.444 0.068
H 0.084448 -2.290154 -0.942817 0.170 0.086 -0.307 -0.121
H -2.859724 -0.227803 -0.932234 -0.292 0.249 0.165 0.173
H -2.015764 -1.284725 -0.005328 0.413 0.332 0.114 0.128
H -2.361014 0.226675 0.600018 -0.103 0.079 0.047 0.178
H 2.500136 2.454844 1.662039 0.631 -0.340 0.080 0.054
H 3.267343 1.050185 1.542339 0.392 0.490 0.191 0.050
O 2.428337 1.508170 1.495228 -0.969 -0.101 -0.238 -0.049
```
Forces are in eV/Å.

As for the charge: +1. As for the spin multiplicity: 1. For the orbital gap, the calculation gives 9.97 eV. Its LUMO energy is -3.41 eV. Its molecular weight is 110.20 g/mol. As for the max |F|: 1.14 eV/A.

---

Record 2
Below is a structure of composition C41H39BrCl2F2N3RuS in a non-equilibrium geometry, with properties calculated with wB97M-V/def2-TZVPD.

```
90
Properties=species:S:1:pos:R:3:forces:R:3:mulliken_spin:R:1
Ru -0.305158 0.736175 0.365837 0.085 -1.682 -1.006 0.517
F -3.691765 -3.000128 2.355782 -0.061 -0.303 -0.017 0.000
C -3.327741 -1.712875 2.295596 -0.011 0.069 0.063 -0.006
C -2.227981 -1.363903 1.546563 0.304 0.066 -0.171 -0.002
C -1.837440 -0.027662 1.487131 0.325 0.352 -0.342 0.074
C -2.570972 0.930525 2.207861 0.136 0.407 0.055 -0.080
C -3.676617 0.515690 2.926727 -0.272 -0.187 0.182 0.000
F -4.419257 1.410048 3.612493 -0.079 0.100 0.081 0.000
C -4.085337 -0.798165 2.993858 -0.143 0.128 0.088 -0.002
C -2.043253 2.304537 2.167032 -0.564 -0.453 0.376 0.032
C -2.526779 3.399636 2.872149 -0.154 0.260 0.183 0.001
C -1.879348 4.619276 2.771095 -0.472 -0.070 0.328 0.001
C -0.765598 4.727835 1.972198 0.409 -0.026 -0.310 -0.002
C -0.342241 3.600711 1.294840 0.015 0.011 0.041 -0.005
N -0.960336 2.416818 1.395521 0.343 0.594 -0.330 0.004
H -1.685432 -2.141851 1.026658 0.011 0.033 0.029 -0.005
H -4.958556 -1.088775 3.563091 0.077 0.023 -0.039 0.000
H -3.400710 3.291417 3.492453 0.017 0.037 -0.012 0.000
H -2.250362 5.480787 3.314050 -0.020 -0.069 -0.001 0.000
H -0.235812 5.664374 1.855566 0.005 -0.081 -0.017 0.000
H 0.507793 3.628753 0.632759 0.084 0.006 -0.092 0.006
Cl -2.822630 1.729665 -1.027699 -0.270 0.076 0.043 0.026
C -2.268632 2.238767 -2.590603 0.152 0.004 -0.012 -0.014
C -3.235477 2.446094 -3.561429 -0.013 -0.041 0.033 -0.001
C -2.856283 2.829577 -4.833790 -0.028 0.024 -0.064 -0.002
C -1.509397 2.985553 -5.117302 0.014 0.018 -0.084 0.001
C -0.559433 2.764651 -4.135508 -0.026 -0.001 0.076 0.005
Cl 1.105329 2.958792 -4.591056 0.013 -0.002 0.058 -0.002
C -0.889654 2.396199 -2.814308 -0.051 -0.087 -0.101 -0.004
S 0.379521 2.158007 -1.631295 -0.334 0.133 0.210 -0.021
H -4.278815 2.302940 -3.310474 0.060 0.001 0.021 0.000
H -3.603389 3.002327 -5.599865 0.074 -0.021 0.061 0.000
H -1.182933 3.275636 -6.108762 0.005 -0.024 0.083 0.000
C 0.727014 2.398336 6.052672 -0.006 -0.099 -0.068 0.000
C 0.917083 1.185957 5.176923 -0.087 0.269 -0.034 0.002
C 1.313561 -0.045113 5.674358 0.072 -0.100 0.211 -0.001
C 1.441984 -1.116324 4.816234 -0.002 -0.107 -0.178 0.002
C 1.149416 -0.919466 3.469116 0.067 -0.227 0.261 0.008
Br 1.334215 -2.407986 2.315933 -0.073 0.007 0.055 -0.003
N 0.767515 0.233826 2.963695 0.149 -0.082 -0.218 -0.008
C 0.674579 1.257239 3.813994 -0.043 0.323 0.024 -0.001
H 1.319968 2.323828 6.963460 0.010 -0.003 -0.010 0.000
H -0.320714 2.502215 6.344838 0.026 -0.017 -0.006 0.000
H 1.012875 3.312052 5.530596 0.002 -0.025 -0.008 0.000
H 1.533520 -0.166438 6.731289 -0.028 0.006 -0.090 0.000
H 1.766074 -2.087489 5.161594 -0.030 0.018 -0.011 0.000
H 0.397109 2.210345 3.379132 -0.016 -0.022 0.010 0.000
C 4.174817 1.833127 1.509136 -0.021 -0.051 -0.058 -0.002
C 3.784264 0.612874 0.712922 0.082 -0.121 0.067 -0.009
C 4.717555 -0.352866 0.341787 0.069 -0.036 0.041 0.084
C 4.326768 -1.473520 -0.384089 0.043 -0.007 -0.013 -0.027
C 5.334797 -2.528921 -0.777550 -0.063 0.053 0.001 0.001
C 2.993601 -1.632641 -0.749789 0.010 -0.064 -0.085 0.055
C 2.025251 -0.683009 -0.401667 -0.159 -0.062 -0.093 0.028
C 2.472302 0.428279 0.328022 0.085 0.102 -0.032 0.116
N 0.642692 -0.744316 -0.648643 -0.202 0.491 0.749 0.395
C 0.086940 -1.617622 -1.703860 0.152 0.105 -0.034 -0.179
C 0.128671 -3.096336 -1.269280 -0.006 -0.062 -0.019 0.039
C -0.513899 -3.980429 -2.348035 0.002 0.085 -0.004 0.002
C 0.231456 -3.795191 -3.677373 -0.009 0.015 0.033 0.001
C 0.137597 -2.330591 -4.125714 -0.055 -0.004 0.089 0.001
C -1.334287 -1.946960 -4.303322 0.000 -0.051 0.017 0.000
C -2.056998 -2.120002 -2.964071 0.078 -0.007 -0.006 -0.001
C -1.983864 -3.584474 -2.522653 0.023 0.013 0.017 0.000
C -1.380980 -1.232502 -1.914378 0.037 -0.067 -0.004 0.075
C 0.788257 -1.429202 -3.068056 -0.060 0.007 0.076 0.025
H 5.221720 1.791147 1.811362 -0.037 -0.008 -0.013 -0.001
H 3.562511 1.919752 2.411345 0.020 -0.009 -0.032 -0.002
H 4.028448 2.743400 0.922130 0.003 -0.033 0.017 -0.001
H 5.760255 -0.230642 0.622971 -0.075 -0.013 -0.026 0.003
H 6.323506 -2.300542 -0.378024 -0.047 0.000 -0.010 -0.001
H 5.419959 -2.603038 -1.865028 -0.012 0.012 0.058 -0.002
H 5.038179 -3.512451 -0.404742 0.007 0.047 -0.012 -0.001
H 2.722955 -2.530733 -1.286071 0.088 0.119 -0.009 0.016
H 1.745733 1.190712 0.614061 0.448 0.202 0.006 -0.084
H -0.412085 -3.202269 -0.321377 0.041 -0.003 -0.068 -0.008
H 1.154397 -3.424487 -1.086751 -0.186 -0.036 -0.001 0.004
H -0.447657 -5.023821 -2.030034 0.000 -0.028 -0.006 0.000
H -0.204626 -4.448183 -4.441283 0.019 0.018 0.030 0.000
H 1.282178 -4.087717 -3.561889 -0.046 0.019 -0.005 0.000
H 0.669493 -2.199350 -5.070694 0.013 -0.008 -0.029 0.001
H -1.798358 -2.579956 -5.068631 0.014 0.038 0.031 0.000
H -1.414100 -0.908070 -4.640341 0.005 -0.006 0.009 0.000
H -3.101283 -1.812076 -3.062743 -0.007 0.003 0.002 -0.001
H -2.463639 -4.229899 -3.266871 0.021 0.031 0.029 0.000
H -2.520906 -3.719166 -1.576310 0.017 -0.001 -0.047 0.000
H -1.917161 -1.292414 -0.965898 -0.029 0.011 -0.042 0.011
H -1.408121 -0.197395 -2.248138 -0.024 0.083 -0.023 -0.046
H 0.703659 -0.375213 -3.349799 0.005 0.002 -0.005 -0.008
H 1.850529 -1.655731 -3.011624 0.086 -0.014 0.055 -0.003
```
Forces are in eV/Å.

As for the charge: 0. As for the spin multiplicity: 2. For the orbital gap (alpha / beta), the calculation gives 6.86 / 6.30 eV. Its LUMO energy (alpha / beta) is -0.47 / -0.83 eV. Its molecular weight is 895.73 g/mol. As for the max |F|: 1.96 eV/A.